{
  "formula": "C8H11N",
  "method": "ωB97M-V with the def2-TZVPD basis set",
  "e_above_lowest_kcal_mol": 91.68,
  "multiplicity": 1,
  "energy_ev": -9959.1485,
  "elements": ["C", "C", "C", "C", "C", "C", "C", "C", "N", "H", "H", "H", "H", "H", "H", "H", "H", "H", "H", "H"],
  "xyz": [[0.96030, -0.25573, -0.50525], [-1.24317, -0.20697, 0.50849], [-0.84042, 1.15753, 0.62016], [-0.42057, 0.46611, -0.61432], [-0.04334, -0.66146, 1.40533], [1.90777, -0.27497, -1.62792], [-0.80175, 0.79883, -2.01334], [-0.18642, -0.78499, 2.85775], [1.06591, -0.82398, 0.63581], [-2.30529, -0.75716, 0.51101], [-1.06068, 2.08552, 1.09647], [2.57509, 0.46665, -1.53530], [1.43657, -0.44810, -2.57469], [2.51749, -1.10847, -1.34871], [-1.06870, 1.96129, -2.16091], [-1.73528, 0.19101, -2.33462], [0.00085, 0.78855, -2.73453], [-0.65985, 0.02658, 3.38099], [0.82365, -1.11554, 3.21645], [-0.92215, -1.50469, 3.21714]],
  "forces_ev_per_a": [[-2.4904, 1.1781, 0.3012], [-1.8642, -1.5101, 0.5584], [0.7302, -1.9878, 1.0555], [2.3073, -0.9527, 0.4948], [-2.7520, 2.9427, -2.4495], [-1.3001, -3.6931, 1.2629], [-3.2374, 2.7516, -1.0726], [1.0799, -1.3250, 0.9094], [1.1441, -0.3748, 0.1836], [2.2089, 1.3529, -0.2588], [-0.3061, 0.3632, -0.1278], [2.0242, 3.4422, -0.3717], [0.1327, 0.2078, -0.4578], [0.6044, -1.0243, -0.4724], [0.0326, -2.4330, 0.7071], [1.7082, 1.0446, 0.1583], [0.1215, -0.8429, -0.0465], [0.7793, 1.2233, -0.0373], [-0.9982, 0.6946, 0.3419], [0.0752, -1.0573, -0.6787]],
  "mulliken_charge": [0.703, -0.332, -0.941, 0.819, 0.645, -1.473, -1.234, -1.244, -0.710, 0.277, 0.404, 0.341, 0.498, 0.406, 0.270, 0.212, 0.409, 0.315, 0.330, 0.304]
}

{
  "formula": "C8H11N2",
  "method": "ωB97M-V with the def2-TZVPD basis set",
  "e_above_lowest_kcal_mol": 161.83,
  "multiplicity": 1,
  "energy_ev": -11440.8112,
  "charge": 1,
  "elements": ["C", "C", "C", "C", "C", "C", "C", "C", "N", "N", "H", "H", "H", "H", "H", "H", "H", "H", "H", "H", "H"],
  "xyz": [[-2.66425, 0.06202, -0.34297], [-2.25492, -0.42202, -1.57604], [0.64795, -0.64281, 0.78019], [-1.15738, 0.88227, 1.81236], [-0.17160, 0.27568, -1.33761], [0.23476, 0.76514, 1.08512], [0.73870, -0.89022, -0.74804], [-1.66415, 0.63557, 0.39907], [-0.52805, 1.08605, -0.19149], [2.12021, -0.58244, -1.26620], [-3.62783, -0.12874, 0.12047], [1.66416, -0.65828, 1.10061], [0.03209, -1.27750, 1.35145], [-1.37190, 0.12522, 2.65558], [-1.27631, 1.92026, 2.11236], [0.31783, 0.81673, -2.14211], [1.10372, 1.49118, 1.22569], [0.47930, -1.94849, -0.94617], [2.80449, -1.30477, -1.00889], [2.35080, 0.36210, -0.73101], [2.22238, -0.56696, -2.35237]],
  "forces_ev_per_a": [[0.1454, -0.4763, -0.0855], [1.7565, 0.3843, 0.0619], [2.1665, 0.6537, -0.4147], [0.7326, -1.1783, 0.9514], [-2.1018, -1.5160, 0.3184], [-0.0424, 1.9605, -1.2405], [-2.5992, 0.9610, -0.1073], [0.3640, 1.7805, 0.4422], [0.2822, -0.9474, 0.2077], [1.2357, 1.1190, -0.0310], [-0.0270, -0.1690, -0.3694], [0.8583, -1.0023, 1.0012], [-0.4549, -1.4389, 0.1758], [0.1517, 1.3386, -1.4628], [-0.4161, -0.1158, 0.2235], [-0.2746, 0.0373, -0.1920], [-1.3435, -0.8633, 0.4019], [0.1537, 0.7442, -0.4827], [-0.0261, 0.2420, 0.4144], [0.0879, -2.1938, -2.1262], [-0.6487, 0.6799, 2.3137]],
  "mulliken_charge": [-0.415, -0.379, -1.115, -0.592, -0.841, 0.101, 0.082, 0.478, 0.015, -0.373, 0.452, 0.417, 0.431, 0.312, 0.294, 0.318, 0.296, 0.340, 0.375, 0.429, 0.375]
}

{
  "formula": "C8H11N2O2",
  "method": "ωB97M-V with the def2-TZVPD basis set",
  "e_above_lowest_kcal_mol": 174.87,
  "multiplicity": 1,
  "energy_ev": -15536.1684,
  "charge": 1,
  "elements": ["C", "C", "C", "C", "C", "C", "C", "C", "N", "N", "O", "O", "H", "H", "H", "H", "H", "H", "H", "H", "H", "H", "H"],
  "xyz": [[-0.64697, -0.73021, 0.46699], [0.44475, 1.07269, -0.21381], [-1.24334, -1.92323, 0.93338], [-0.20201, 1.86336, -2.39603], [1.16852, 1.45215, -2.64011], [0.76214, 2.02834, -1.25201], [-1.31898, -3.03658, -0.04184], [0.77305, 0.11457, 3.16593], [-0.34556, -0.02983, -0.48494], [0.22268, 0.31725, 1.87964], [-1.69363, -2.02258, 2.03970], [0.79384, 1.21523, 1.04840], [-0.27431, 2.82988, -3.02835], [-1.07833, 1.28066, -2.27275], [1.20482, 0.33746, -2.60589], [1.90871, 1.93383, -3.20953], [0.99217, 3.10817, -0.98381], [-0.52433, -3.78868, 0.10407], [-1.24298, -2.53274, -1.05683], [-2.31628, -3.46947, 0.17599], [1.75302, 0.57151, 3.03207], [-0.06567, 0.36764, 3.87303], [0.92869, -0.95941, 3.46668]],
  "forces_ev_per_a": [[3.3245, 3.6750, 3.8631], [-0.0120, -0.2411, 0.5893], [-1.2314, -2.4567, 0.9465], [0.2977, 4.4722, -2.9030], [-0.8122, -3.9881, 1.9743], [-0.0014, 1.6305, 0.4337], [-0.3133, 0.5406, -1.4142], [-0.3123, -1.0589, 0.8111], [0.7941, 1.1732, -0.9720], [-3.4556, -2.8010, -4.3657], [0.1337, 0.6559, 0.7949], [-0.1224, -0.4462, -0.7845], [-0.9366, -1.3297, 1.6474], [-0.2829, -0.6927, -0.3272], [0.8288, 0.9288, -0.0638], [0.4056, 0.7856, -0.6730], [0.0789, -1.8612, -0.0696], [-0.3131, 0.4106, -0.0923], [-0.2323, -1.2887, 0.8180], [0.6442, -0.0657, -0.5808], [-0.0228, 0.4978, 1.5688], [1.5332, 0.8228, -0.1104], [0.0077, 0.6372, -1.0905]],
  "mulliken_charge": [1.137, 0.263, 0.056, -0.460, -0.472, -0.209, -0.965, -0.851, -0.226, -0.121, -0.445, -0.154, 0.264, 0.291, 0.221, 0.330, 0.378, 0.308, 0.320, 0.309, 0.442, 0.308, 0.276]
}

{
  "formula": "C8H11N2O3",
  "method": "ωB97M-V with the def2-TZVPD basis set",
  "e_above_lowest_kcal_mol": 103.71,
  "multiplicity": 1,
  "energy_ev": -17585.5232,
  "charge": 1,
  "elements": ["C", "C", "C", "C", "C", "C", "C", "C", "N", "N", "O", "O", "O", "H", "H", "H", "H", "H", "H", "H", "H", "H", "H", "H"],
  "xyz": [[-1.61253, -1.18514, -0.11593], [2.12978, -0.11908, -0.16583], [-2.86900, -0.69811, 0.20820], [-3.37070, 0.56324, -0.47807], [0.37164, -0.45010, -0.70226], [-4.74540, 0.90099, -0.23050], [4.24613, 1.06894, -0.80986], [3.54655, 0.07500, 0.12257], [1.51224, -0.21266, -1.34780], [-0.80072, -2.10091, 0.47630], [-2.52637, 1.14378, -1.10559], [-0.84716, -0.46213, -1.08900], [0.98531, -0.31091, 0.58920], [-3.57180, -1.26739, 0.82194], [-5.14529, 0.34556, 0.58231], [-4.80823, 1.97659, 0.09514], [-5.38753, 0.62546, -1.13624], [4.30373, 0.46581, -1.71734], [5.25711, 1.44196, -0.43420], [3.59756, 1.87596, -1.04774], [3.49268, 0.42464, 1.16575], [4.11902, -0.85402, 0.04543], [-1.23352, -2.75504, 1.16699], [-0.23708, -2.63398, -0.10530]],
  "forces_ev_per_a": [[-3.6444, 1.5806, 1.2821], [-1.7806, -0.8612, -2.5810], [1.6148, -1.2005, -1.1430], [2.5945, -2.1707, 0.9310], [1.2428, 2.4284, -0.4383], [-2.2219, 1.6263, -0.8371], [0.6469, -0.7018, -0.3579], [-0.4430, 1.0139, 2.2239], [0.7634, -0.1530, -2.1372], [-2.0757, -1.1882, 2.3235], [-0.5972, 1.6791, -0.8638], [2.4667, -1.3923, 1.4112], [-0.0926, -0.0619, 2.1234], [0.6520, -0.0235, -0.0462], [-0.2646, -0.6458, 0.6840], [-0.1935, -0.8658, -0.9276], [0.8316, 0.8506, 1.0716], [0.7375, 0.5777, -0.3270], [-1.5275, -0.8125, -0.4590], [-0.3287, 0.9691, -0.0197], [0.6841, -0.2861, 0.0137], [-0.5178, -0.3161, 0.3687], [0.3108, 1.1993, -0.6625], [1.1424, -1.2457, -1.6329]],
  "mulliken_charge": [0.600, 0.588, -0.727, 1.043, 0.776, -1.137, -1.116, -0.221, -0.606, -0.456, -0.570, -0.204, -0.315, 0.217, 0.358, 0.313, 0.291, 0.320, 0.331, 0.396, 0.301, 0.287, 0.281, 0.249]
}

{
  "formula": "C8H11N3S",
  "method": "ωB97M-V with the def2-TZVPD basis set",
  "e_above_lowest_kcal_mol": 113.19,
  "multiplicity": 1,
  "energy_ev": -23774.9549,
  "elements": ["C", "C", "C", "C", "C", "C", "C", "C", "N", "N", "N", "S", "H", "H", "H", "H", "H", "H", "H", "H", "H", "H", "H"],
  "xyz": [[3.71726, 0.03732, -0.64006], [2.88353, -0.37282, 0.42797], [3.16030, 0.72016, -1.70558], [1.53267, -0.01508, 0.26847], [1.07789, 0.48990, -0.97038], [0.42936, -0.13500, 1.25747], [-0.40728, 0.66396, -0.76156], [-3.77270, -0.34970, 1.34905], [1.88321, 0.84701, -1.92431], [-0.64834, 0.57903, 0.61704], [-2.66504, -1.16152, 0.62714], [-2.65184, -1.28519, -0.94003], [4.74825, -0.29369, -0.71497], [3.22762, -0.80813, 1.32455], [3.83206, 1.04836, -2.46071], [0.16294, -1.12624, 1.39954], [0.74676, 0.24291, 2.31647], [-0.78940, 1.62488, -1.23791], [-1.09796, -0.13857, -1.19428], [-4.41170, 0.14164, 0.59272], [-4.30261, -0.89764, 2.15384], [-3.26394, 0.44290, 1.87815], [-3.39105, -0.25451, -1.66261]],
  "forces_ev_per_a": [[-0.3692, -0.9258, 1.0046], [-1.1451, 1.7055, -2.1196], [1.4439, -1.2407, 0.1882], [1.9734, -0.7894, -0.1608], [-0.2476, -0.8831, 2.7723], [1.3084, 2.3843, 0.6502], [-0.3559, 1.5383, -1.2361], [1.4319, -0.2290, -1.0348], [-1.5049, 1.1353, -1.2291], [-1.0356, 0.5632, 1.0296], [-1.8564, 1.1893, 1.5052], [-1.2232, -0.4167, -1.5332], [0.0539, 0.4698, 0.3076], [0.5074, -0.5890, 0.7556], [0.3415, 0.3704, -0.7493], [-0.7425, -2.2201, 0.3440], [-0.8617, -0.2419, -1.7986], [0.2830, -0.9987, 0.6914], [0.9727, 0.4540, -0.2844], [-0.1069, -0.4841, 0.5220], [0.2032, -0.2596, -1.0069], [0.3819, 0.3152, 0.0338], [0.5477, -0.8476, 1.3486]],
  "mulliken_charge": [-0.385, -0.766, -0.256, 0.561, 0.280, -0.581, 0.210, -0.675, -0.651, -0.310, -0.148, -0.144, 0.357, 0.479, 0.417, 0.281, 0.280, 0.277, -0.194, 0.243, 0.286, 0.280, 0.157]
}